[1]
The following is a quantum chemistry calculation of a molecular structure, C45H57BrCl3MnN4O3Si in a non-equilibrium geometry, from the Open Molecules 2025 dataset.

```
115
C45H57BrCl3MnN4O3Si, DFT ωB97M-V/def2-TZVPD
Mn 0.32 0.18 -0.51
Cl 5.34 0.55 4.52
C 4.44 0.67 3.03
C 3.07 0.49 3.04
C 2.41 0.59 1.84
Cl 0.67 0.47 1.73
C 3.00 0.83 0.59
O 2.30 0.90 -0.49
C 4.40 1.03 0.66
Cl 5.23 1.43 -0.82
C 5.11 0.95 1.84
H 2.54 0.26 3.95
H 6.18 1.09 1.84
Br 2.29 0.98 -6.88
C 1.58 0.76 -5.13
C 0.40 1.38 -4.80
C -0.10 1.22 -3.50
C 0.54 0.47 -2.54
C 1.73 -0.15 -2.93
C 2.25 -0.02 -4.21
H -0.14 1.98 -5.52
H -1.02 1.72 -3.27
H 2.29 -0.76 -2.23
H 3.17 -0.52 -4.48
C -3.09 3.44 0.49
C -3.19 2.48 -0.70
C -2.51 3.19 -1.88
C -4.69 2.37 -1.04
Si -2.37 0.72 -0.32
C -3.17 -0.61 -1.52
C -2.25 -1.85 -1.53
C -4.58 -1.09 -1.15
C -3.19 -0.12 -2.97
C -2.88 0.30 1.54
C -4.38 0.44 1.85
C -2.48 -1.16 1.81
C -2.19 1.19 2.60
H -3.38 4.45 0.16
H -2.08 3.49 0.91
H -3.77 3.16 1.30
H -2.96 4.19 -2.01
H -2.64 2.65 -2.82
H -1.43 3.32 -1.70
H -5.09 3.39 -1.17
H -5.26 1.89 -0.24
H -4.87 1.83 -1.96
H -2.09 -2.28 -0.54
H -1.29 -1.62 -1.97
H -2.71 -2.63 -2.16
H -4.58 -1.68 -0.24
H -4.93 -1.76 -1.96
H -5.31 -0.29 -1.06
H -2.19 0.16 -3.32
H -3.87 0.72 -3.15
H -3.53 -0.95 -3.62
H -5.03 -0.12 1.19
H -4.71 1.49 1.84
H -4.56 0.07 2.87
H -3.14 -1.87 1.31
H -2.55 -1.37 2.89
H -1.46 -1.41 1.51
H -2.54 2.22 2.57
H -1.11 1.21 2.53
H -2.44 0.80 3.60
C 2.00 5.21 -1.51
C 2.07 3.70 -1.13
N 1.88 3.57 0.32
C 2.87 4.36 1.05
C 2.61 5.87 0.80
N 1.56 5.96 -0.28
C 0.25 5.40 0.23
C 0.53 3.95 0.69
H 1.29 5.41 -2.30
H 2.97 5.61 -1.79
H 3.03 3.27 -1.41
H 1.30 3.13 -1.63
H 3.86 4.08 0.70
H 2.81 4.14 2.11
H 3.49 6.40 0.44
H 2.22 6.39 1.67
H 1.42 6.93 -0.52
H -0.47 5.45 -0.59
H -0.10 6.05 1.03
H -0.15 3.26 0.20
H 0.40 3.84 1.77
O 0.55 -2.73 -2.60
C 0.75 -2.96 -1.43
N 0.94 -4.23 -0.93
C 1.17 -4.24 0.50
C 1.17 -2.71 0.76
O 1.44 -2.28 1.87
N 0.81 -2.03 -0.37
C -0.02 -4.81 1.29
C 0.10 -5.00 2.67
C -0.98 -5.43 3.42
C -2.20 -5.68 2.80
C -2.33 -5.49 1.43
C -1.24 -5.06 0.68
C 2.49 -4.91 0.85
C 3.65 -4.17 1.05
C 4.86 -4.81 1.27
C 4.93 -6.19 1.31
C 3.77 -6.94 1.11
C 2.56 -6.30 0.89
H 1.07 -5.02 -1.53
H 1.05 -4.78 3.15
H -0.87 -5.57 4.49
H -3.05 -6.02 3.39
H -3.28 -5.68 0.95
H -1.35 -4.90 -0.38
H 3.60 -3.08 1.04
H 5.76 -4.22 1.43
H 5.87 -6.69 1.49
H 3.81 -8.02 1.14
H 1.65 -6.88 0.76
```

For the energy above the lowest of the compared OMol25 structures with the same formula, charge and spin, the calculation gives 6.3 kcal/mol. The spin multiplicity is 5. The gap between HOMO and LUMO (spin up / spin down) is 6.54 / 6.62 eV. As for the expectation value of S²: 6.3513. The HOMO energy (spin up / spin down) is -0.277 / -0.280 Ha.

=====

[2]
The following is a quantum chemistry calculation of 3 unconnected molecules or ions with the total composition C3H7NO2, from the Open Molecules 2025 dataset.

```
13
C3H7NO2, DFT ωB97M-V/def2-TZVPD
C 0.78 0.27 1.61
C 1.61 0.32 0.57
O 0.61 -0.29 -1.82
C -0.44 0.22 -1.95
O -1.29 0.89 -2.42
N -1.43 -0.56 -0.28
H 0.63 -0.65 2.18
H -0.86 -0.24 0.49
H 0.24 1.15 1.96
H 1.78 1.24 0.01
H 2.16 -0.55 0.23
H -2.39 -0.22 -0.25
H -1.41 -1.57 -0.34
```

For the energy above the lowest of the compared OMol25 structures with the same formula, charge and spin, the calculation gives 32.8 kcal/mol. The SMILES is O=C=O.C=C.N. The spin multiplicity is 1. The gap between HOMO and LUMO is 11.01 eV. The HOMO energy is -0.376 Ha.

=====

[3]
The following is a quantum chemistry calculation of a single C3H5ClFN molecule in a non-equilibrium geometry, from the Open Molecules 2025 dataset.

```
11
C3H5ClFN, DFT ωB97M-V/def2-TZVPD
C -2.07 0.50 0.19
C -0.64 1.13 -0.30
C 0.67 0.54 0.13
H -1.49 -1.36 -0.97
H -1.69 -1.51 0.63
H -2.86 1.14 -0.40
H -2.24 0.88 1.22
H -0.64 2.21 -0.26
N -2.08 -0.99 -0.09
F 1.67 1.29 0.02
Cl 1.22 -1.12 0.01
```

For the energy above the lowest of the compared OMol25 structures with the same formula, charge and spin, the calculation gives 50.4 kcal/mol. The SMILES is NC/C=C(/F)Cl. The spin multiplicity is 1. The gap between HOMO and LUMO is 9.18 eV. The HOMO energy is -0.330 Ha.

=====

[4]
The following is a quantum chemistry calculation of 10 unconnected molecules or ions with the total composition C36H90NO10 in a non-equilibrium geometry, from the Open Molecules 2025 dataset.

```
137
C36H90NO10, DFT ωB97M-V/def2-TZVPD
C -19.59 -10.73 -18.04
C -19.87 -10.78 -16.55
C -21.24 -11.32 -16.43
C -21.68 -11.84 -15.07
C -20.68 -12.99 -14.76
C -19.21 -12.63 -14.85
N -18.90 -11.76 -15.99
O -17.74 -11.67 -16.41
C -18.77 -11.99 -13.53
C -18.35 -13.90 -15.14
C -19.72 -9.48 -15.81
H -19.31 -11.75 -18.28
H -18.72 -10.07 -18.15
H -20.53 -10.43 -18.46
H -21.99 -10.58 -16.78
H -21.47 -12.21 -17.02
H -22.75 -12.12 -15.00
H -21.59 -11.03 -14.31
H -20.91 -13.85 -15.41
H -20.88 -13.41 -13.76
H -17.70 -11.77 -13.54
H -19.32 -11.08 -13.26
H -19.03 -12.70 -12.74
H -18.62 -14.63 -14.36
H -18.70 -14.24 -16.13
H -17.34 -13.50 -15.18
H -18.66 -9.16 -15.83
H -20.11 -9.70 -14.79
H -20.34 -8.67 -16.18
C -15.20 -7.77 -9.02
C -14.08 -7.49 -9.98
C -12.95 -8.47 -9.93
O -14.55 -7.64 -11.41
H -16.14 -7.22 -9.26
H -14.88 -7.47 -8.01
H -15.44 -8.85 -9.03
H -13.81 -6.42 -9.81
H -12.30 -8.23 -10.81
H -13.38 -9.44 -10.07
H -12.36 -8.35 -9.03
H -15.48 -7.44 -11.42
C -13.07 -10.19 -6.37
C -14.11 -11.27 -6.36
C -15.35 -11.04 -5.54
O -14.57 -11.64 -7.70
H -13.36 -9.27 -6.96
H -12.12 -10.59 -6.75
H -12.72 -9.81 -5.39
H -13.58 -12.13 -5.98
H -15.91 -10.15 -5.84
H -15.12 -10.96 -4.49
H -15.98 -11.90 -5.70
H -13.76 -11.75 -8.27
C -10.83 -12.10 -15.86
C -9.79 -12.61 -14.89
C -10.29 -12.86 -13.51
O -9.15 -13.80 -15.38
H -11.20 -11.10 -15.89
H -11.69 -12.79 -15.84
H -10.37 -12.26 -16.85
H -8.95 -11.86 -14.89
H -10.68 -12.01 -13.00
H -9.50 -13.28 -12.88
H -11.09 -13.59 -13.63
H -9.74 -14.54 -15.69
C -13.36 -16.22 -16.19
C -13.04 -15.90 -17.65
C -13.97 -14.83 -18.19
O -11.67 -15.56 -17.68
H -12.69 -16.97 -15.73
H -14.36 -16.60 -16.01
H -13.23 -15.32 -15.66
H -13.17 -16.83 -18.22
H -13.98 -13.97 -17.48
H -15.00 -15.15 -18.33
H -13.63 -14.45 -19.14
H -11.39 -15.37 -18.58
C -15.86 -9.22 -15.05
C -14.58 -9.83 -14.53
C -13.36 -9.02 -14.69
O -14.75 -10.11 -13.08
H -15.96 -9.24 -16.14
H -16.01 -8.19 -14.66
H -16.70 -9.87 -14.80
H -14.47 -10.82 -15.02
H -12.46 -9.51 -14.28
H -13.56 -8.08 -14.20
H -13.17 -8.85 -15.75
H -14.76 -9.24 -12.61
C -11.26 -13.95 -10.19
C -12.27 -13.42 -9.19
C -11.95 -13.66 -7.72
O -12.41 -12.05 -9.32
H -10.24 -13.60 -9.93
H -11.48 -13.54 -11.21
H -11.27 -15.08 -10.19
H -13.23 -13.95 -9.34
H -11.30 -12.82 -7.30
H -11.42 -14.61 -7.63
H -12.88 -13.62 -7.14
H -12.64 -11.90 -10.24
C -16.67 -16.08 -9.87
C -18.07 -16.51 -9.92
C -18.82 -15.72 -10.99
O -18.14 -17.92 -10.16
H -16.26 -16.17 -10.90
H -16.01 -16.64 -9.22
H -16.53 -15.01 -9.72
H -18.48 -16.35 -8.89
H -18.78 -14.67 -10.78
H -19.90 -15.93 -10.92
H -18.42 -15.99 -11.98
H -17.71 -18.33 -9.42
C -18.09 -12.76 -7.50
C -18.16 -11.84 -8.72
C -19.53 -11.24 -8.89
O -17.20 -10.76 -8.59
H -17.06 -13.08 -7.25
H -18.69 -13.64 -7.70
H -18.51 -12.24 -6.66
H -17.99 -12.43 -9.60
H -19.43 -10.57 -9.75
H -19.98 -10.71 -8.05
H -20.29 -12.01 -9.15
H -16.32 -11.11 -8.32
C -15.72 -12.62 -10.99
C -14.65 -13.18 -11.83
C -15.04 -13.60 -13.19
O -13.51 -12.19 -11.91
H -15.92 -11.60 -11.36
H -15.47 -12.60 -9.91
H -16.67 -13.13 -11.09
H -14.20 -14.04 -11.33
H -15.88 -14.29 -13.33
H -14.16 -14.06 -13.59
H -15.26 -12.71 -13.76
H -13.98 -11.40 -12.26
```

The spin multiplicity is 2. The gap between HOMO and LUMO (spin up / spin down) is 8.29 / 10.03 eV. As for the expectation value of S²: 0.7540. The HOMO energy (spin up / spin down) is -0.284 / -0.348 Ha.

=====

[5]
The following is a quantum chemistry calculation of 5 unconnected molecules or ions with the total composition C38H77BN6O10P in a non-equilibrium geometry, from the Open Molecules 2025 dataset.

```
133
C38H77BN6O10P, DFT ωB97M-V/def2-TZVPD
C -5.41 -1.59 -0.74
C -4.85 -1.91 -1.90
N -3.49 -2.32 -2.05
C -2.71 -1.83 -2.97
C -3.21 -0.83 -3.92
C -3.91 -1.60 -5.09
C -3.41 -1.13 -6.46
C -1.32 -2.42 -2.88
B -0.04 -1.57 -3.36
O -0.09 -0.45 -4.16
C 1.38 -2.03 -2.86
C 2.16 -0.81 -2.27
C -1.32 -2.82 -1.38
C -0.83 -1.76 -0.40
C -1.77 -0.57 -0.14
C -1.59 0.61 -1.13
P -0.95 2.15 -0.43
O -1.13 3.22 -1.41
O -1.61 2.42 0.99
C -3.04 2.31 1.08
C -3.81 3.30 0.22
O 0.57 1.84 -0.13
C 1.42 3.01 0.02
C 2.44 3.07 -1.08
C -2.75 -3.36 -1.24
C -3.17 -3.57 0.22
C -2.43 -4.77 0.85
C -1.78 -4.43 2.19
O -0.69 -5.34 2.40
C 0.45 -4.86 1.80
C 1.24 -3.82 2.57
O 0.80 -5.26 0.69
C -3.00 -4.66 -2.04
C -4.43 -5.15 -2.05
C -5.01 -6.03 -0.97
N -5.11 -4.80 -3.08
H -4.82 -1.55 0.17
H -6.45 -1.36 -0.65
H -5.45 -1.85 -2.79
H -2.39 -0.28 -4.36
H -3.87 -0.11 -3.44
H -3.64 -2.65 -5.01
H -4.99 -1.56 -5.00
H -2.51 -1.69 -6.71
H -4.14 -1.42 -7.21
H -3.23 -0.06 -6.48
H -1.22 -3.36 -3.43
H -0.59 -0.56 -4.96
H 1.32 -2.86 -2.17
H 1.90 -2.31 -3.78
H 2.95 -0.48 -2.93
H 2.57 -1.08 -1.30
H 1.49 0.02 -2.07
H -0.67 -3.68 -1.22
H -0.67 -2.26 0.55
H 0.14 -1.36 -0.69
H -2.81 -0.87 -0.12
H -1.54 -0.21 0.86
H -0.95 0.38 -1.98
H -2.56 0.87 -1.53
H -3.39 1.29 0.88
H -3.29 2.50 2.11
H -3.78 2.98 -0.82
H -3.36 4.29 0.24
H -4.84 3.37 0.54
H 1.95 2.88 0.95
H 0.87 3.94 0.11
H 3.31 3.63 -0.73
H 2.08 3.58 -1.97
H 2.81 2.08 -1.33
H -4.24 -3.72 0.27
H -2.96 -2.71 0.85
H -1.62 -5.07 0.19
H -3.11 -5.60 0.94
H -2.48 -4.65 2.99
H -1.44 -3.40 2.24
H 1.69 -3.18 1.82
H 2.02 -4.36 3.10
H 0.57 -3.29 3.24
H -2.75 -4.51 -3.09
H -2.36 -5.47 -1.70
H -4.30 -6.79 -0.65
H -5.88 -6.54 -1.39
H -5.39 -5.46 -0.13
H -6.05 -5.19 -3.04
C 5.49 4.87 1.11
O 4.36 5.34 1.15
N 6.58 5.52 0.68
C 7.90 4.91 0.66
C 6.42 6.89 0.21
H 5.71 3.84 1.45
H 8.58 5.49 1.29
H 8.28 4.90 -0.36
H 7.85 3.89 1.04
H 6.02 7.52 1.00
H 5.72 6.92 -0.63
H 7.39 7.28 -0.11
C 9.49 2.80 -1.59
O 10.04 3.13 -0.56
N 10.09 2.15 -2.60
C 9.38 1.78 -3.81
C 11.50 1.80 -2.47
H 8.43 3.02 -1.79
H 9.40 0.70 -3.94
H 9.86 2.25 -4.68
H 8.35 2.11 -3.76
H 11.64 1.16 -1.60
H 12.09 2.70 -2.33
H 11.83 1.28 -3.36
C -7.57 4.69 3.26
O -7.94 3.54 3.20
N -6.41 5.08 3.81
C -6.00 6.48 3.86
C -5.54 4.07 4.38
H -8.16 5.53 2.86
H -5.05 6.61 3.32
H -5.86 6.80 4.89
H -6.75 7.10 3.39
H -5.27 3.35 3.61
H -6.06 3.54 5.18
H -4.64 4.53 4.78
C 0.68 -2.47 5.96
O 0.41 -2.03 4.85
N 1.81 -2.22 6.62
C 2.08 -2.78 7.94
C 2.81 -1.36 6.00
H -0.01 -3.14 6.51
H 2.22 -1.97 8.66
H 2.98 -3.39 7.91
H 1.24 -3.39 8.26
H 2.37 -0.38 5.81
H 3.13 -1.78 5.05
H 3.66 -1.25 6.67
```

The spin multiplicity is 1. The gap between HOMO and LUMO is 7.25 eV. The charge is +1. The HOMO energy is -0.382 Ha.

=====

[6]
The following is a quantum chemistry calculation of a single C20H29N3O4S molecule in a non-equilibrium geometry, from the Open Molecules 2025 dataset.

```
57
C20H29N3O4S, DFT ωB97M-V/def2-TZVPD
C 1.35 1.80 4.68
H 0.82 2.49 4.02
H 2.19 2.31 5.13
H 0.68 1.42 5.45
S 2.02 0.42 3.73
C 0.48 -0.44 3.25
C -0.34 0.35 2.25
H 0.25 0.53 1.35
H -0.63 1.32 2.66
C -1.64 -0.39 1.87
N -1.44 -1.58 1.05
H -0.76 -1.38 0.32
H -1.06 -2.33 1.60
C -2.59 0.59 1.17
O -2.67 1.76 1.48
N -3.34 0.00 0.22
H -3.15 -0.98 0.07
C -4.23 0.70 -0.68
H -4.52 1.63 -0.18
C -3.57 1.03 -2.03
C -2.94 -0.22 -2.65
C -2.20 0.10 -3.95
H -1.76 -0.80 -4.37
C -1.15 1.20 -3.76
C 0.04 0.91 -2.85
O 0.78 1.80 -2.50
N 0.21 -0.40 -2.49
C 1.09 -0.94 -1.54
C 0.93 -2.28 -1.21
C 1.72 -2.90 -0.25
C 2.68 -2.13 0.37
C 2.85 -0.78 0.03
C 2.07 -0.16 -0.91
H 2.20 0.88 -1.16
O 3.87 -0.26 0.76
C 4.33 -1.30 1.60
O 3.58 -2.48 1.33
H 4.19 -1.01 2.65
H 5.39 -1.49 1.41
H 1.59 -3.94 0.00
H 0.17 -2.87 -1.72
H -0.41 -1.08 -2.91
C -1.85 2.45 -3.20
C -2.52 2.13 -1.87
H -1.76 1.80 -1.15
H -2.98 3.02 -1.46
H -1.10 3.23 -3.05
H -2.59 2.81 -3.91
H -0.72 1.45 -4.74
H -2.93 0.47 -4.68
H -2.25 -0.65 -1.92
H -3.72 -0.96 -2.85
H -4.36 1.40 -2.70
H -5.11 0.08 -0.83
H -2.15 -0.70 2.79
H 0.82 -1.39 2.83
H -0.08 -0.63 4.17
```

For the energy above the lowest of the compared OMol25 structures with the same formula, charge and spin, the calculation gives 22.1 kcal/mol. The SMILES is CSCC[C@H](N)C(=O)NC[C@H]1CC[C@@H](C(=O)Nc2ccc3c(c2)OCO3)CC1. The spin multiplicity is 1. The gap between HOMO and LUMO is 8.54 eV. The HOMO energy is -0.291 Ha.

=====

Across the entries above, electronic energy takes the values -7588.755562, -323.728747, -732.007622, -2232.673692, -2941.146669, -1642.976948 Eh, respectively.